{"formula": "C36H75Br14O2P", "method": "ωB97M-V/def2-TZVPD", "lumo_ev": 0.40, "multiplicity": 1, "orbital_gap_ev": 8.31, "molar_mass_g_mol": 1689.624, "homo_ev": -7.910, "elements": ["C", "O", "C", "C", "C", "C", "C", "C", "C", "C", "C", "C", "C", "P", "C", "C", "C", "C", "C", "C", "C", "C", "C", "O", "C", "H", "H", "H", "H", "H", "H", "H", "H", "H", "H", "H", "H", "H", "H", "H", "H", "H", "H", "H", "H", "H", "H", "H", "H", "H", "H", "H", "H", "H", "H", "H", "H", "H", "H", "H", "H", "H", "H", "H", "H", "H", "H", "H", "H", "H", "H", "H", "Br", "C", "C", "Br", "H", "H", "H", "H", "Br", "C", "C", "Br", "H", "H", "H", "H", "Br", "C", "C", "Br", "H", "H", "H", "H", "Br", "C", "C", "Br", "H", "H", "H", "H", "Br", "C", "C", "Br", "H", "H", "H", "H", "Br", "C", "C", "Br", "H", "H", "H", "H", "Br", "C", "C", "Br", "H", "H", "H", "H"], "xyz": [[11.14153, 0.96062, 0.41567], [11.42394, 0.91147, -0.98553], [10.24655, 1.05292, -1.77629], [9.41555, -0.27251, -1.89198], [7.93813, -0.08333, -1.42348], [7.71504, -0.51817, 0.06150], [6.36066, 0.09251, 0.56525], [5.51350, -0.91197, 1.44447], [4.15521, -1.15997, 0.72600], [3.18789, -2.10805, 1.49547], [1.70639, -1.64740, 1.26456], [0.69939, -2.83169, 1.24160], [0.34823, -3.31414, -0.19653], [-0.84931, -2.18766, -1.07327], [-2.59016, -2.81222, -0.74021], [-3.46915, -2.59963, -1.99892], [-5.00056, -2.51465, -1.72034], [-5.34129, -1.47374, -0.61233], [-6.68437, -0.71613, -0.84817], [-6.61127, 0.79953, -0.47483], [-7.17808, 1.16894, 0.92170], [-8.62797, 0.69378, 1.20577], [-9.75821, 1.60378, 0.62059], [-10.38063, 0.94840, -0.50406], [-10.03793, 1.59633, -1.73180], [11.99038, 1.48606, 0.88493], [10.21722, 1.52758, 0.63193], [11.03311, -0.06898, 0.79944], [9.59993, 1.86382, -1.38674], [10.58251, 1.37757, -2.77788], [9.37506, -0.50139, -2.97738], [9.90048, -1.12930, -1.39934], [7.24334, -0.68629, -2.03442], [7.67751, 0.98567, -1.52761], [7.61849, -1.61323, 0.13870], [8.54210, -0.16126, 0.69830], [6.50059, 1.04490, 1.10688], [5.75339, 0.28046, -0.34431], [6.08326, -1.85047, 1.56002], [5.31018, -0.43856, 2.42326], [3.67027, -0.17817, 0.57480], [4.39306, -1.56175, -0.27584], [3.30662, -3.13631, 1.10549], [3.45539, -2.05376, 2.56359], [1.43723, -1.01751, 2.13610], [1.63828, -0.99984, 0.37373], [1.17763, -3.66921, 1.78736], [-0.22057, -2.57785, 1.79739], [1.27694, -3.34020, -0.79690], [-0.06210, -4.34268, -0.12136], [-0.66090, -2.48951, -2.45998], [-2.93992, -2.25180, 0.14367], [-2.61328, -3.88447, -0.46659], [-3.30635, -3.47611, -2.65718], [-3.17885, -1.70897, -2.58965], [-5.47879, -2.20335, -2.66971], [-5.37761, -3.52547, -1.48809], [-4.47809, -0.79958, -0.47643], [-5.45419, -2.04210, 0.33368], [-7.47835, -1.27251, -0.32576], [-6.93674, -0.76999, -1.92678], [-7.04430, 1.38402, -1.30244], [-5.53450, 1.06350, -0.45467], [-6.49914, 0.86763, 1.74046], [-7.19705, 2.27938, 0.97022], [-8.74789, 0.70052, 2.32087], [-8.85050, -0.33719, 0.88917], [-9.45827, 2.64313, 0.40137], [-10.55135, 1.65477, 1.39391], [-10.07942, 0.85886, -2.54615], [-9.01165, 1.99678, -1.65545], [-10.70489, 2.46477, -1.90877], [2.51384, 3.02934, 3.00232], [3.47170, 3.52824, 1.38195], [2.53365, 3.70270, 0.21627], [1.94872, 1.98211, -0.48040], [4.22192, 2.76066, 1.21022], [3.96541, 4.46929, 1.61927], [3.04316, 4.19091, -0.61303], [1.63807, 4.26324, 0.46855], [-14.24280, 5.32922, -0.37281], [-12.52768, 5.89705, -1.09849], [-11.39043, 5.10724, -0.50681], [-10.97986, 5.69125, 1.30435], [-12.44402, 6.96421, -0.91472], [-12.59745, 5.71955, -2.17050], [-10.47508, 5.27134, -1.07386], [-11.59534, 4.04162, -0.45364], [2.40113, -3.93927, -3.03830], [3.36788, -2.81011, -4.29729], [4.24865, -1.81950, -3.58372], [3.21036, -0.34942, -2.83972], [2.62465, -2.33623, -4.93199], [3.96736, -3.49600, -4.89394], [4.94388, -1.35408, -4.28078], [4.80551, -2.26167, -2.76128], [13.91435, -0.85992, 1.17555], [14.87459, 0.26049, -0.09459], [15.77364, 1.24461, 0.60676], [14.76242, 2.72646, 1.36565], [14.12379, 0.73622, -0.72221], [15.46298, -0.42987, -0.69678], [16.46233, 1.70238, -0.10126], [16.33755, 0.79917, 1.42134], [10.75827, -3.58258, -1.45832], [11.91924, -4.07904, 0.02315], [11.16797, -4.85077, 1.07462], [10.04718, -3.67367, 2.14905], [12.35601, -3.16011, 0.40145], [12.70160, -4.69393, -0.41906], [11.85972, -5.31009, 1.77881], [10.51697, -5.61440, 0.65866], [-10.71167, -3.54037, 0.56767], [-11.69804, -2.01050, -0.12898], [-12.83135, -2.44333, -1.02005], [-12.18760, -3.00324, -2.77178], [-10.97785, -1.37347, -0.63235], [-12.07921, -1.49330, 0.74986], [-13.50130, -1.60790, -1.21620], [-13.40051, -3.27420, -0.61277], [-9.65332, 2.91026, 4.39647], [-10.47414, 4.19258, 5.61100], [-10.20665, 5.61062, 5.18186], [-8.38669, 6.15578, 5.60996], [-10.09791, 3.97041, 6.60535], [-11.54095, 3.97799, 5.57343], [-10.84785, 6.30176, 5.72635], [-10.33808, 5.76160, 4.11508]], "forces_ev_per_a": [[0.192, -0.013, -0.176], [-0.623, 0.591, 0.173], [0.072, -0.663, -0.168], [-0.717, 0.698, -0.880], [0.752, -0.577, 0.824], [-0.845, 1.044, -0.241], [-0.152, -1.030, 0.010], [-0.183, 0.938, -0.725], [0.531, -0.292, 0.628], [-0.162, 0.750, -1.093], [0.029, -0.252, 1.061], [0.202, 0.156, -0.316], [-0.094, -0.510, 0.312], [0.071, 0.802, 0.206], [0.341, -0.362, -0.235], [-0.475, -0.395, -0.014], [0.488, 0.382, -0.166], [-0.516, -0.881, 0.163], [0.572, 0.190, -0.492], [0.509, -0.702, 0.448], [-0.471, 0.504, -0.543], [-0.012, 0.870, 0.819], [-0.569, -1.255, 0.909], [0.527, 0.951, -0.437], [0.207, 0.108, 0.376], [-0.380, -0.434, 0.016], [0.311, -0.156, -0.169], [0.043, 0.452, 0.099], [0.316, -0.251, 0.044], [-0.040, -0.221, 0.446], [0.148, -0.130, 0.522], [-0.139, 0.631, -0.065], [0.226, 0.370, 0.075], [-0.096, -0.454, -0.056], [0.417, 0.333, -0.120], [-0.207, -0.368, -0.232], [0.065, -0.321, -0.356], [0.251, 0.226, 0.466], [-0.346, 0.324, 0.237], [0.166, -0.523, -0.226], [0.209, -0.395, 0.046], [-0.304, 0.130, 0.275], [0.079, 0.319, 0.418], [-0.265, -0.343, -0.321], [0.127, -0.022, -0.549], [-0.112, -0.441, 0.212], [-0.345, 0.282, -0.219], [0.287, -0.064, -0.255], [-0.524, -0.019, 0.324], [0.254, 0.415, -0.260], [-0.139, -0.520, 0.481], [0.034, -0.148, -0.468], [0.080, 0.404, -0.100], [0.069, 0.494, 0.164], [0.051, -0.247, 0.473], [0.131, -0.198, 0.401], [0.009, 0.436, 0.070], [-0.462, -0.012, -0.176], [0.305, 0.425, -0.284], [0.135, 0.420, -0.159], [0.133, -0.071, 0.482], [-0.107, -0.049, 0.549], [-0.514, 0.036, -0.150], [-0.251, -0.206, -0.511], [0.063, -0.483, 0.130], [0.025, -0.024, -0.826], [0.223, 0.358, 0.042], [0.104, -0.429, -0.089], [0.325, 0.155, -0.378], [-0.169, 0.346, 0.221], [-0.308, -0.224, -0.263], [0.135, -0.501, -0.171], [0.065, -0.075, -0.060], [-0.056, 0.163, 0.221], [0.093, -0.165, -0.250], [-0.152, 0.134, 0.072], [-0.065, 0.005, -0.065], [-0.033, -0.010, -0.046], [0.032, -0.003, 0.060], [0.059, -0.022, 0.076], [0.057, 0.078, 0.016], [-0.223, -0.165, -0.104], [0.200, 0.148, 0.072], [-0.021, -0.084, -0.036], [0.057, -0.052, 0.034], [0.055, -0.022, 0.035], [-0.050, 0.022, -0.012], [-0.076, 0.048, 0.001], [0.086, 0.050, -0.246], [0.084, -0.318, 0.031], [-0.077, 0.313, -0.056], [0.086, -0.098, -0.015], [0.036, 0.047, 0.062], [0.024, 0.052, 0.027], [-0.030, -0.059, -0.020], [-0.050, -0.051, -0.035], [0.149, -0.039, 0.041], [0.002, -0.192, -0.038], [-0.046, 0.226, -0.063], [0.054, -0.070, 0.049], [-0.005, 0.018, 0.070], [0.025, 0.046, 0.033], [-0.043, -0.051, -0.023], [-0.055, -0.035, -0.037], [0.112, -0.160, 0.054], [-0.009, -0.156, -0.234], [0.020, 0.098, 0.256], [-0.029, -0.039, -0.076], [-0.039, -0.020, 0.021], [-0.036, -0.023, 0.051], [0.021, 0.035, -0.049], [0.034, 0.055, -0.042], [0.052, 0.045, -0.051], [0.014, -0.128, 0.192], [-0.003, 0.120, -0.198], [-0.030, -0.047, 0.058], [-0.082, 0.016, 0.012], [-0.027, 0.008, -0.058], [0.056, 0.012, 0.044], [0.067, 0.019, 0.018], [0.046, 0.006, 0.059], [-0.149, -0.167, -0.204], [0.129, 0.173, 0.239], [-0.046, -0.022, -0.092], [0.030, 0.077, -0.039], [0.023, 0.061, -0.018], [-0.014, -0.066, -0.001], [-0.005, -0.086, 0.031]]}



{"formula": "C3H2N4O", "method": "ωB97M-V/def2-TZVPD", "lumo_ev": [-0.75, -0.75], "multiplicity": 1, "orbital_gap_ev": [8.60, 8.60], "molar_mass_g_mol": 110.076, "homo_ev": [-9.342, -9.342], "elements": ["O", "C", "C", "C", "N", "N", "H", "H", "N", "N"], "xyz": [[1.19618, 1.63765, -0.10039], [0.17079, 1.15838, 0.34961], [-0.17980, -0.21102, 0.45016], [-1.30958, -1.03034, 0.28587], [-0.97869, -2.25379, 0.13436], [0.07050, -1.43862, -0.30398], [-0.66467, 1.72069, 0.58671], [0.13615, -1.55464, -1.31685], [2.68465, -1.50131, -0.04987], [3.66025, -1.48941, -0.57710]], "forces_ev_per_a": [[-0.036, -0.275, 0.490], [1.545, -0.949, -2.103], [-0.205, -1.122, -0.732], [-1.621, 1.522, 1.454], [-1.392, -1.816, 0.054], [2.845, -0.120, -0.133], [-1.793, 1.810, 1.111], [0.127, 0.953, -0.169], [3.059, 0.021, -1.316], [-2.528, -0.024, 1.346]]}